{
  "formula": "CH2O3S2",
  "method": "ωB97M-V/def2-TZVPD",
  "total_energy_ev": -28881.3849,
  "max_force_ev_per_a": 2.26,
  "symbols": ["C", "O", "O", "O", "S", "S", "H", "H"],
  "positions_angstrom": [[-1.2393, 0.6214, 0.2900], [2.7310, 0.0911, 1.1426], [1.3877, -0.5736, -0.7571], [-1.1395, 1.3606, -0.6405], [-1.8310, -1.0583, 0.1132], [2.6355, -0.1219, -0.2847], [-1.0473, 0.8147, 1.3236], [-1.4969, -1.1340, -1.1871]],
  "nbo_charge": [0.288, -0.827, -0.835, -0.519, -0.057, 1.662, 0.137, 0.151]
}



{
  "formula": "CH2O4",
  "method": "ωB97M-V/def2-TZVPD",
  "total_energy_ev": -9255.3737,
  "max_force_ev_per_a": 4.35,
  "smiles": "OC1(O)OO1",
  "symbols": ["O", "C", "O", "O", "O", "H", "H"],
  "positions_angstrom": [[-0.7262, -1.4137, -0.1404], [-0.9517, -0.1524, 0.0434], [0.3457, 0.6696, 0.2191], [-2.0245, 0.2314, 0.7291], [-1.9361, 0.5410, -0.6617], [0.2898, -1.5490, -0.1894], [0.2436, 1.2139, -0.6116]],
  "nbo_charge": [-0.665, 0.904, -0.736, -0.239, -0.272, 0.522, 0.485]
}



{
  "formula": "CH2O4S2",
  "method": "ωB97M-V/def2-TZVPD",
  "total_energy_ev": -30926.0386,
  "max_force_ev_per_a": 4.76,
  "symbols": ["C", "O", "O", "O", "O", "S", "S", "H", "H"],
  "positions_angstrom": [[1.7507, 0.0132, 0.1524], [-0.2570, -0.9409, 1.3508], [0.4587, -2.0959, -0.7661], [-2.4834, 2.0633, -0.0368], [-1.2351, 0.0699, -0.8235], [0.4016, -0.9183, 0.0544], [-2.4442, 0.6715, -0.2337], [1.8082, 0.5889, 1.0856], [2.0005, 0.5484, -0.7830]],
  "nbo_charge": [-0.872, -0.923, -0.852, -0.776, -0.892, 2.109, 1.726, 0.244, 0.235]
}



{
  "formula": "CH2OS",
  "method": "ωB97M-V/def2-TZVPD",
  "total_energy_ev": -13951.0029,
  "max_force_ev_per_a": 3.88,
  "smiles": "OC=S",
  "symbols": ["O", "C", "S", "H", "H"],
  "positions_angstrom": [[0.7982, -0.9857, -0.8481], [-0.2499, -0.5404, -0.2180], [-0.2933, 0.9011, 0.5560], [0.7278, -1.9919, -0.7285], [-0.9213, -1.2975, -0.0749]],
  "nbo_charge": [-0.626, 0.067, -0.070, 0.485, 0.144]
}



{
  "formula": "CH2OS",
  "method": "ωB97M-V/def2-TZVPD",
  "total_energy_ev": -13951.3982,
  "max_force_ev_per_a": 3.07,
  "smiles": "O=CS",
  "symbols": ["O", "C", "S", "H", "H"],
  "positions_angstrom": [[0.6191, -0.9389, 0.7609], [-0.2654, -0.4083, 0.1208], [-0.1830, 1.0191, -0.7610], [-1.2128, -0.8268, 0.2879], [1.0421, 1.1549, -0.4086]],
  "nbo_charge": [-0.538, 0.190, 0.073, 0.140, 0.135]
}



{
  "formula": "CH2OS2",
  "method": "ωB97M-V/def2-TZVPD",
  "total_energy_ev": -24786.7625,
  "max_force_ev_per_a": 4.04,
  "smiles": "OC(=S)S",
  "symbols": ["O", "C", "S", "S", "H", "H"],
  "positions_angstrom": [[0.2000, 1.5898, 0.0253], [-0.1599, 0.2377, -0.0037], [-1.5614, -0.4584, -0.0030], [1.4837, -0.4548, -0.0143], [-0.4975, 2.1813, -0.0711], [1.0992, -1.7143, 0.1678]],
  "nbo_charge": [-0.692, -0.024, 0.022, 0.072, 0.491, 0.131]
}



{
  "formula": "CH2S3",
  "method": "ωB97M-V/def2-TZVPD",
  "total_energy_ev": -33574.6099,
  "max_force_ev_per_a": 3.44,
  "symbols": ["C", "S", "S", "S", "H", "H"],
  "positions_angstrom": [[3.2260, -0.0354, -0.1623], [3.3957, 1.4911, 0.0136], [-0.5302, 0.8694, -0.0184], [3.0770, -1.5460, -0.2418], [-0.9348, 0.1026, -0.9090], [-0.2201, -0.2728, 0.6357]],
  "nbo_charge": [-0.386, 0.188, -0.259, 0.198, 0.116, 0.143]
}



{
  "formula": "CH35O17",
  "method": "ωB97M-V/def2-TZVPD",
  "total_energy_ev": -36415.2893,
  "max_force_ev_per_a": 3.30,
  "total_charge": -1,
  "symbols": ["C", "O", "H", "H", "H", "O", "H", "H", "O", "H", "H", "O", "H", "H", "O", "H", "H", "O", "H", "H", "O", "H", "H", "O", "H", "H", "O", "H", "H", "O", "H", "H", "O", "H", "H", "O", "H", "H", "O", "H", "H", "O", "H", "H", "O", "H", "H", "O", "H", "H", "O", "H", "H"],
  "positions_angstrom": [[-7.5937, -4.5424, 16.8679], [-8.0882, -4.6989, 18.0974], [-8.3323, -4.2695, 16.1927], [-7.1338, -5.4300, 16.5881], [-6.8788, -3.7094, 16.9818], [-4.7734, -4.2330, 15.9432], [-4.1243, -4.9028, 15.7194], [-5.5545, -4.7252, 15.8026], [-4.6367, -1.3826, 15.5152], [-4.6802, -2.2902, 15.8335], [-5.3677, -1.0158, 15.9309], [-10.5532, -3.9171, 17.5657], [-9.6347, -4.3078, 17.7839], [-11.0086, -3.7980, 18.4027], [-5.9785, -7.0584, 14.5048], [-6.1925, -7.3333, 15.3687], [-6.4302, -6.2477, 14.2703], [-6.5915, -0.4556, 17.1115], [-7.3493, -0.8847, 17.5470], [-6.7011, 0.4844, 17.1325], [-7.7255, -1.8826, 14.8795], [-7.0486, -1.6088, 14.2765], [-7.3052, -1.6381, 15.7029], [-8.9324, -4.3424, 20.7513], [-8.8337, -5.2524, 21.0492], [-8.6634, -4.4692, 19.8433], [-5.7743, -8.1439, 16.8782], [-4.8309, -8.0533, 16.7140], [-5.9975, -7.6391, 17.6354], [-7.1740, -4.5622, 13.8679], [-6.3426, -4.0859, 13.7197], [-7.6149, -4.0782, 14.5464], [-9.3388, -6.9628, 17.3666], [-10.1402, -6.6623, 16.9734], [-8.6696, -6.2743, 17.1586], [-6.1941, -3.2276, 19.2853], [-5.9597, -3.6543, 20.0899], [-6.9867, -3.6498, 18.9138], [-11.0526, -5.7813, 15.5688], [-11.1844, -5.3695, 14.7186], [-10.9188, -5.0085, 16.1145], [-8.8063, -1.6674, 18.0456], [-9.6983, -1.6229, 17.7028], [-8.6042, -2.5964, 17.8152], [-10.4896, -6.8043, 19.7919], [-9.9214, -6.6335, 19.0630], [-11.3261, -6.5711, 19.3699], [-10.4091, -2.7428, 14.8443], [-9.5799, -2.2934, 14.7010], [-10.9287, -2.6211, 14.0346], [-6.3281, -6.3710, 18.9003], [-6.8450, -6.6706, 19.6560], [-6.8619, -5.6804, 18.4833]],
  "nbo_charge": [-0.303, -0.987, 0.150, 0.145, 0.172, -0.953, 0.477, 0.479, -0.987, 0.491, 0.471, -1.034, 0.506, 0.481, -1.011, 0.487, 0.483, -0.997, 0.518, 0.477, -0.984, 0.483, 0.498, -0.958, 0.460, 0.489, -0.969, 0.467, 0.505, -0.958, 0.478, 0.494, -0.964, 0.486, 0.485, -0.984, 0.467, 0.483, -0.986, 0.473, 0.504, -0.963, 0.493, 0.494, -0.969, 0.491, 0.453, -0.966, 0.498, 0.459, -0.994, 0.470, 0.499]
}



{
  "formula": "CH3AuO3S",
  "method": "ωB97M-V/def2-TZVPD",
  "total_energy_ev": -21737.3165,
  "max_force_ev_per_a": 11.19,
  "spin_multiplicity": 4,
  "total_charge": 1,
  "symbols": ["S", "O", "O", "C", "O", "Au", "H", "H", "H"],
  "positions_angstrom": [[2.8420, 1.3189, 0.1254], [2.9161, -0.2530, 0.2664], [0.8085, 1.4187, 0.0413], [-1.5607, -0.4519, -0.2594], [-0.6018, 0.0011, 0.6470], [1.0831, -0.3016, 0.7150], [-1.0831, -0.8310, -1.1807], [-2.1558, -1.2648, 0.1929], [-2.2483, 0.3635, -0.5480]],
  "nbo_charge": [1.175, -0.769, -0.728, -0.314, -0.339, 1.238, 0.227, 0.272, 0.238]
}



{
  "formula": "CH3Br2ClOSi",
  "method": "ωB97M-V/def2-TZVPD",
  "total_energy_ev": -163620.9301,
  "max_force_ev_per_a": 2.80,
  "symbols": ["C", "O", "Si", "Cl", "Br", "Br", "H", "H", "H"],
  "positions_angstrom": [[0.4346, -1.3649, 0.1338], [-0.2025, -0.4562, -0.7633], [-0.4074, 1.1293, -0.4522], [1.2624, 2.1756, -0.6760], [-2.1094, 1.8256, -1.6007], [-0.9145, 1.5670, 2.5033], [0.7172, -2.1095, -0.5904], [-0.2206, -1.7840, 1.0333], [1.4403, -0.9831, 0.4123]],
  "nbo_charge": [-0.268, -0.920, 1.623, -0.320, -0.214, -0.514, 0.200, 0.221, 0.191]
}



{
  "formula": "CH3Br2NO2S",
  "method": "ωB97M-V/def2-TZVPD",
  "total_energy_ev": -157587.6296,
  "max_force_ev_per_a": 0.95,
  "symbols": ["C", "N", "O", "O", "S", "Br", "Br", "H", "H", "H"],
  "positions_angstrom": [[1.3688, 0.5562, -1.3129], [-0.8495, -1.1156, 1.2279], [-0.4245, 1.3013, 1.8765], [-2.2552, 0.7560, 0.2600], [-0.9257, 0.5243, 0.7680], [0.7760, 1.4961, -2.8054], [1.4049, -1.3060, -1.4145], [2.1660, 1.0072, -0.7487], [0.0442, -1.4560, 1.5447], [-1.3048, -1.7635, 0.6046]],
  "nbo_charge": [-0.476, -1.027, -0.874, -0.869, 1.978, 0.147, 0.109, 0.206, 0.402, 0.403]
}



{
  "formula": "CH3Br2OP",
  "method": "ωB97M-V/def2-TZVPD",
  "total_energy_ev": -152505.5927,
  "max_force_ev_per_a": 2.98,
  "symbols": ["C", "O", "P", "Br", "Br", "H", "H", "H"],
  "positions_angstrom": [[-0.4313, -0.4171, -0.3244], [-1.4200, 2.0354, 0.6173], [-0.2981, 1.0996, 0.6900], [1.6506, 1.9070, 0.0067], [2.0819, -2.6334, 0.7389], [0.1525, -1.2506, 0.0350], [-1.4439, -0.5715, -0.3737], [-0.2917, -0.1694, -1.3898]],
  "nbo_charge": [-0.995, -0.973, 1.458, -0.248, 0.002, 0.243, 0.251, 0.262]
}